# 1
63
Properties=species:S:1:pos:R:3:mulliken_spin:R:1 method="wB97M-V/def2-TZVPD" lumo_ev="-7.36 / -8.79" energy_ev=-108738.516 multiplicity=5 relative_energy_ev=0.7675 total_charge=+2 gap_ev="6.03 / 5.85"
Pt 0.034 1.116 -0.437 1.0715
Cl 2.130 1.786 2.174 0.1192
C 3.057 0.995 1.020 0.3340
C 3.193 1.771 -0.250 0.0053
C 4.105 1.160 -1.328 0.0287
C 4.799 -0.093 -0.960 0.0842
C 4.540 -0.767 0.163 0.0176
Cl 5.358 -2.250 0.482 -0.0005
C 3.528 -0.332 1.150 0.1692
N 3.144 -1.223 2.050 0.1987
C 1.943 -1.276 2.852 0.0015
C 1.928 -0.457 3.956 0.2208
C 0.805 -0.071 4.723 0.3856
C -0.638 -2.534 4.372 0.1472
C -0.215 -2.610 3.120 0.0092
C 0.966 -2.191 2.407 0.1024
C 0.987 -2.691 0.983 -0.0010
C 0.222 -1.669 0.137 0.0064
O -0.915 -1.802 -0.210 0.0234
O 0.982 -0.606 -0.110 0.1192
H 3.438 2.807 -0.002 0.0280
H 4.781 1.875 -1.794 0.0055
H 5.531 -0.492 -1.652 -0.0004
H 3.645 -2.107 1.980 -0.0050
H 2.835 0.083 4.209 0.0406
H 1.035 0.346 5.701 0.0186
H -1.553 -2.852 4.843 -0.0001
H -0.949 -3.128 2.509 0.0068
H 0.475 -3.647 0.905 0.0089
H 1.994 -2.793 0.582 0.0040
F -0.315 0.389 2.217 0.0088
Sb -0.741 1.296 3.897 0.0228
F -1.490 2.563 2.745 -0.0003
F -2.289 0.207 3.828 -0.0006
F -1.228 1.520 5.700 -0.0020
F 0.161 -1.952 5.360 0.0042
F 0.665 2.529 4.192 -0.0025
S 2.632 0.957 -2.424 0.1031
C 1.888 1.683 -1.089 0.5071
O -0.792 2.561 -1.588 0.1499
S -2.149 2.407 -2.353 0.0122
C -1.795 1.569 -3.858 0.0203
C -1.093 0.366 -3.886 -0.0051
C -0.855 -0.228 -5.109 -0.0009
C -1.328 0.367 -6.280 0.0000
C -2.040 1.554 -6.234 0.0003
C -2.273 2.174 -5.012 -0.0027
C -2.962 1.123 -1.428 -0.0210
C -2.738 1.065 -0.052 0.0522
C -3.357 0.057 0.681 -0.0081
C -4.195 -0.846 0.048 -0.0017
C -4.433 -0.750 -1.316 0.0087
C -3.816 0.238 -2.068 0.0017
H -0.783 -0.123 -2.968 0.0057
H -0.319 -1.165 -5.157 -0.0001
H -1.141 -0.108 -7.233 0.0000
H -2.413 2.003 -7.143 -0.0001
H -2.814 3.110 -4.962 -0.0001
H -2.207 1.854 0.479 -0.0010
H -3.197 0.004 1.747 -0.0005
H -4.684 -1.619 0.625 0.0000
H -5.098 -1.451 -1.803 0.0001
H -3.989 0.302 -3.133 -0.0003

---

# 2
63
Properties=species:S:1:pos:R:3:mulliken_spin:R:1 method="wB97M-V/def2-TZVPD" lumo_ev="4.21 / 4.21" energy_ev=-147371.023 multiplicity=2 relative_energy_ev=0.2435 total_charge=-2 gap_ev="7.00 / 7.01"
Co -1.179 0.651 1.952 1.0440
O 1.172 1.401 2.731 0.0116
C 1.396 2.614 2.024 -0.0015
C 0.167 3.475 2.199 -0.0015
N -1.044 2.838 1.671 -0.0106
C -2.193 3.281 2.473 0.0069
C -2.192 2.527 3.803 -0.0041
O -2.525 3.109 4.838 -0.0007
O -1.843 1.308 3.691 -0.0150
C -1.264 3.077 0.250 0.0011
C -2.440 2.210 -0.260 0.0020
O -2.941 2.552 -1.346 0.0018
O -2.750 1.237 0.474 0.0148
H 1.654 0.682 2.307 -0.0014
H 2.266 3.144 2.439 0.0010
H 1.572 2.409 0.969 -0.0003
H 0.014 3.650 3.267 -0.0006
H 0.325 4.454 1.722 0.0009
H -2.183 4.366 2.634 0.0006
H -3.107 3.002 1.950 0.0000
H -1.482 4.134 0.039 0.0000
H -0.360 2.795 -0.297 0.0001
Cl -3.932 -0.766 2.812 -0.0015
C -2.522 -1.737 3.071 0.0027
C -1.262 -1.232 2.712 -0.0022
C -0.226 -2.137 2.858 -0.0193
Cl 1.413 -1.666 2.414 -0.0025
C -0.376 -3.445 3.326 -0.0034
Cl 0.976 -4.528 3.469 -0.0001
C -1.636 -3.890 3.689 0.0017
Cl -1.861 -5.500 4.292 0.0001
C -2.721 -3.024 3.557 -0.0032
Cl -4.301 -3.597 3.987 -0.0008
O -2.062 -1.823 0.112 -0.0015
C -1.059 -1.304 -0.321 0.0038
N -0.387 -1.803 -1.438 -0.0010
C 0.671 -0.915 -1.840 0.0018
C 0.618 0.107 -0.662 0.0005
O 1.441 1.018 -0.603 -0.0008
N -0.359 -0.209 0.193 -0.0221
C 2.048 -1.557 -1.801 -0.0009
C 3.157 -0.858 -2.275 0.0000
C 4.427 -1.403 -2.181 0.0000
C 4.611 -2.654 -1.604 -0.0002
C 3.515 -3.346 -1.114 0.0002
C 2.241 -2.799 -1.210 -0.0004
C 0.343 -0.260 -3.176 0.0000
C 0.813 -0.797 -4.372 0.0000
C 0.416 -0.265 -5.592 0.0000
C -0.463 0.808 -5.630 0.0000
C -0.947 1.339 -4.442 0.0002
C -0.545 0.810 -3.226 -0.0001
H -0.925 -2.328 -2.105 -0.0002
H 3.016 0.126 -2.701 0.0000
H 5.279 -0.845 -2.549 0.0000
H 5.606 -3.078 -1.525 0.0000
H 3.646 -4.311 -0.640 0.0000
H 1.386 -3.325 -0.807 0.0000
H 1.500 -1.634 -4.348 0.0000
H 0.793 -0.695 -6.513 0.0000
H -0.776 1.222 -6.581 0.0000
H -1.653 2.159 -4.442 0.0000
H -0.967 1.228 -2.323 -0.0002

---

# 3
60
Properties=species:S:1:pos:R:3:mulliken_spin:R:1 method="wB97M-V/def2-TZVPD" lumo_ev="-4.95 / -5.32" energy_ev=-78826.547 multiplicity=4 relative_energy_ev=0.7531 total_charge=+1 gap_ev="5.22 / 4.87"
C -1.066 -2.174 1.653 -0.0227
C -1.009 -2.146 0.253 -0.0321
C 0.345 -1.686 -0.198 0.0207
H -1.817 -2.468 -0.407 -0.0021
C 1.211 -1.872 1.019 -0.0935
C 0.288 -1.967 2.269 0.0021
H 0.592 -2.566 3.125 0.0170
H -1.962 -2.217 2.269 0.0013
H 0.696 -1.677 -1.314 0.0085
H 2.311 -1.939 1.025 0.0112
Tc 0.326 0.062 0.949 1.9207
Cl 2.150 1.162 0.131 0.0802
P 0.057 0.382 -2.978 0.0122
C 1.290 -0.746 -3.675 0.0003
C 1.007 -1.526 -4.812 0.0018
H 0.019 -1.472 -5.265 -0.0001
C 2.001 -2.359 -5.328 -0.0009
H 1.767 -2.977 -6.177 0.0001
C 3.283 -2.437 -4.739 0.0020
H 4.007 -3.133 -5.131 0.0002
C 3.553 -1.625 -3.627 -0.0024
H 4.559 -1.664 -3.201 -0.0001
C 2.577 -0.838 -3.051 0.0053
H 2.793 -0.290 -2.123 0.0034
C -1.638 -0.098 -3.378 0.0010
C -1.997 -1.465 -3.307 0.0004
H -1.282 -2.226 -2.985 -0.0014
C -3.270 -1.838 -3.718 -0.0005
H -3.535 -2.886 -3.731 0.0000
C -4.237 -0.873 -4.068 0.0019
H -5.237 -1.170 -4.346 0.0002
C -3.899 0.490 -3.991 -0.0014
H -4.668 1.250 -4.161 0.0000
C -2.615 0.898 -3.646 0.0022
H -2.344 1.953 -3.599 -0.0002
C 0.461 2.074 -3.408 -0.0012
C 1.006 2.372 -4.675 0.0025
H 1.300 1.560 -5.335 0.0002
C 1.126 3.724 -5.033 -0.0001
H 1.502 3.955 -6.021 0.0002
C 0.795 4.760 -4.139 0.0001
H 0.907 5.790 -4.456 0.0000
C 0.348 4.432 -2.844 -0.0017
H 0.125 5.237 -2.149 -0.0001
C 0.198 3.107 -2.461 0.0005
H -0.113 2.870 -1.438 -0.0010
F -0.540 2.766 3.643 0.0019
C -1.188 1.699 4.167 0.0886
F -2.056 2.176 5.120 0.0212
F -1.961 1.163 3.153 0.0171
C -0.243 0.685 4.761 0.5744
O 0.202 -0.409 2.663 0.1041
C 1.251 0.869 4.676 0.1124
F 1.782 1.449 5.818 0.0223
F 1.863 -0.338 4.504 0.0103
F 1.602 1.653 3.605 0.0041
C -0.867 -0.554 5.360 0.0705
F -0.974 -0.544 6.723 0.0180
F -2.131 -0.695 4.830 0.0063
F -0.166 -1.699 5.023 0.0138